Entry from the Open Molecules 2025 dataset: a structure of composition C49H46GdNP3S2 (ωB97M-V with the def2-TZVPD basis set).

XYZ file:
```
102
Properties=species:S:1:pos:R:3:forces:R:3
Gd 0.28798 0.90783 -0.05842 0.43 -1.20 -2.80
S 2.62488 -0.21467 0.43818 1.83 -0.76 3.03
S 0.26078 3.39173 0.79438 2.33 2.70 4.52
P -0.73002 2.16163 2.08048 1.97 -4.37 1.95
P 1.28288 -0.70827 1.89238 -2.13 3.10 1.28
P -0.08412 0.81733 -2.66962 2.89 -3.95 2.06
N -1.21782 2.56663 -0.91992 -3.14 1.11 2.75
C 2.61768 1.55203 -2.37392 0.06 0.20 -0.67
C -0.29672 -5.04757 1.80568 -0.04 0.11 -0.02
C -1.59322 2.80923 -2.19282 -1.78 0.76 -2.85
C -0.98722 -0.76087 -2.87912 -0.25 -0.13 -1.95
C -0.50742 -1.80417 -3.68262 -3.41 3.25 0.09
C 2.93708 -2.51587 -3.86982 0.14 0.09 -0.09
C 0.04688 2.78453 6.60278 0.13 0.13 -0.05
C -2.22942 -0.88797 -2.24182 -0.11 -0.31 -0.35
C -2.85152 4.04923 -3.86522 0.48 -0.47 0.41
C 1.51588 -3.45717 1.74358 -0.17 0.03 0.03
C 2.85938 0.03833 6.17978 -0.10 -0.14 0.11
C 0.60098 3.65793 5.67158 -0.09 -0.30 -0.05
C 4.14598 1.95363 -4.21012 -0.48 -0.18 0.09
C 1.06648 -4.77797 1.73538 -0.01 0.27 0.03
C 1.60778 1.20693 -3.28302 -0.37 -0.56 -1.23
C -0.26642 0.34333 1.97198 0.66 0.87 1.76
C -3.37902 2.80723 2.67188 -0.18 -0.11 0.06
C -1.47942 2.17293 -4.55322 -0.84 1.20 0.25
C 0.36778 3.46723 4.30828 -0.07 -0.06 0.12
C -0.98052 1.53093 4.81038 -0.07 0.00 0.22
C -2.98762 -2.05067 -2.41032 0.60 0.15 -0.13
C -2.51552 2.05123 1.86048 -0.78 0.82 0.33
C 0.77088 -3.71577 -3.47452 3.42 -1.86 0.06
C 1.50078 -1.25937 4.65548 0.14 0.09 0.14
C -1.26792 -2.96607 -3.84962 -4.73 1.40 -0.15
C 0.61008 -2.38287 1.82268 0.15 -1.08 0.01
C 1.87768 1.23153 -4.65932 0.80 0.27 0.38
C 1.86638 -0.42667 3.58708 1.03 -0.39 0.55
C -1.20922 -3.99777 1.87848 0.40 0.05 -0.04
C -2.47422 3.84863 -2.53232 -0.14 0.07 -0.89
C 1.07658 -0.94697 -1.34842 -1.17 0.90 0.46
C 2.68068 -4.01727 -1.87772 0.19 -0.10 0.24
C 1.95998 -3.01867 -2.79612 0.06 -0.24 0.37
C -3.07412 1.24573 0.85688 -1.71 1.06 0.02
C -4.45922 1.16843 0.69708 -0.12 0.22 0.58
C -2.35722 3.21233 -4.87282 0.17 -0.18 0.14
C -0.42172 2.39753 3.85468 -0.12 1.32 0.59
C 1.47048 -1.87077 -1.99402 1.60 -2.73 -1.56
C -1.10112 1.98403 -3.22242 -2.66 3.20 -2.18
C 1.99628 -1.02927 5.94178 0.03 0.28 -0.27
C 2.73338 0.65033 3.84918 0.04 -0.03 0.22
C 3.88308 1.92613 -2.83752 -0.49 -0.12 -0.28
C 3.22598 0.87893 5.13458 -0.34 -0.12 -0.34
C 3.14398 1.60533 -5.12022 -0.02 0.01 0.44
C -2.50742 -3.08927 -3.21402 0.16 0.57 -0.16
C -5.30212 1.90323 1.52868 0.05 -0.24 -0.12
C -4.76272 2.72663 2.51278 0.29 0.02 0.03
C -0.76102 -2.67407 1.88518 -0.11 -0.08 0.05
C -0.74472 1.72253 6.17338 0.09 0.09 -0.49
H -0.89682 -3.77047 -4.47142 -1.56 0.06 -0.23
H 0.83208 -2.10347 4.50548 0.09 0.12 -0.15
H 3.79958 -2.01047 -3.41922 -0.20 -0.03 0.01
H 3.24448 0.21653 7.18038 -0.04 -0.04 -0.10
H 3.05438 -4.87817 -2.44352 -0.05 0.04 -0.08
H -3.94692 -2.14667 -1.91842 0.01 0.00 0.09
H 3.89598 1.71623 5.31648 -0.11 -0.11 -0.06
H -2.05302 2.41083 -0.22902 1.02 -0.18 -2.20
H 0.23678 2.92933 7.66318 -0.03 -0.02 -0.12
H -1.10722 1.52693 -5.33582 0.02 -0.10 0.04
H 1.11688 0.95793 -5.37582 -0.09 -0.03 0.00
H 3.53658 -3.55117 -1.37492 -0.14 0.05 -0.06
H -3.53212 4.85183 -4.11812 -0.02 0.02 0.01
H -6.38012 1.84573 1.39998 0.11 0.04 0.00
H -0.64822 -6.07627 1.80018 0.04 0.12 0.00
H -2.60982 -0.08917 -1.61742 0.07 -0.05 -0.11
H -1.60412 0.69533 4.50028 0.19 0.16 -0.14
H -1.45742 -0.06497 0.51368 1.12 -1.14 -1.27
H 2.42638 1.53433 -1.30892 0.22 0.04 -0.14
H 1.22118 4.48693 6.00448 -0.08 -0.12 -0.07
H 2.45438 -1.79817 -4.54392 0.09 -0.04 0.08
H -2.98052 3.47223 3.43618 0.05 -0.18 -0.09
H -0.99902 3.47343 -0.31362 -0.40 -0.87 -2.14
H 2.58758 -3.26627 1.69218 -0.21 0.08 -0.05
H 1.78158 -5.59487 1.67368 -0.08 0.14 0.00
H -1.50392 -1.88407 1.94828 0.37 0.13 -0.06
H 0.23158 -3.02947 -4.13822 4.65 -3.37 0.32
H 4.65978 2.19403 -2.13292 -0.03 -0.01 0.05
H 2.01088 -4.39627 -1.09652 0.02 0.14 -0.16
H -2.43312 0.68193 0.18198 0.01 -0.14 0.09
H -5.41842 3.31363 3.15168 0.13 -0.07 -0.09
H -2.87042 4.49963 -1.76272 0.01 -0.03 0.09
H 1.71138 -1.68547 6.75988 0.00 0.05 -0.12
H 0.45078 -1.71697 -4.17932 -0.48 1.33 0.09
H 0.81698 4.16613 3.60528 -0.18 -0.21 -0.06
H -4.88222 0.54253 -0.08502 0.11 0.07 0.06
H 3.31638 -3.34367 -4.47972 -0.09 -0.04 0.06
H -2.65672 3.36953 -5.90062 -0.04 0.02 -0.04
H 0.05108 -4.08697 -2.73522 0.55 0.03 -0.01
H -2.27442 -4.21097 1.93078 0.16 0.10 -0.03
H 3.03848 1.32313 3.04928 -0.13 -0.26 -0.03
H 1.10228 -4.57007 -4.07572 0.37 -0.33 0.09
H -1.17242 1.03803 6.90148 0.03 0.06 -0.16
H 5.12578 2.24223 -4.56802 0.02 0.00 -0.01
H -3.09512 -3.98877 -3.34402 0.02 -0.04 -0.02
H 3.34898 1.62313 -6.18282 0.01 -0.01 -0.04
```
Positions in Å, forces in eV/Å.

Values from the calculation:
Total charge: -1
Spin multiplicity: 8
E_LUMO (spin up / spin down) (Eh): 0.0922 / 0.0922
⟨S²⟩: 16.086
HOMO-LUMO gap (spin up / spin down) (eV): 4.60 / 4.52

=====

Entry from the Open Molecules 2025 dataset: a structure of composition C49H46N15OP2SV (ωB97M-V with the def2-TZVPD basis set).

XYZ file:
```
115
Properties=species:S:1:pos:R:3:forces:R:3
V -0.63755 1.64787 -1.59659 0.06 0.17 0.29
S -3.44973 -0.85180 -4.38470 -0.05 0.17 0.12
P 0.04645 -1.76884 1.95524 -0.40 -0.16 -0.01
P 1.78119 -2.03433 -0.23240 -0.08 0.04 0.13
O -1.51837 0.81922 0.60291 0.53 0.20 -0.42
N -0.49172 2.84628 -3.35148 0.17 -0.04 0.28
N -3.59908 0.15069 1.24900 0.15 0.10 0.00
N 1.66402 3.80261 -2.89045 0.12 -0.08 0.01
N -2.15836 0.42488 -2.61103 0.06 -0.07 -0.27
N -2.58440 2.70181 -1.17701 -0.24 -0.17 -0.24
N 0.40175 4.12170 -4.89904 0.11 -0.02 0.17
N 1.02858 3.41802 0.49965 -0.19 -0.24 0.02
N 0.70791 3.12756 -0.78031 -0.09 -0.10 -0.27
N 1.26174 -2.82176 1.27212 0.03 0.11 -0.01
N -4.79971 2.69350 -1.47236 0.44 0.08 0.03
N -0.80318 3.67778 -5.30327 0.14 0.15 -0.18
N 2.06665 4.17590 0.51366 0.21 0.15 0.01
N -2.31847 1.56790 2.59522 -0.03 -0.14 -0.10
N -1.33653 2.93636 -4.39891 -0.22 -0.29 0.16
N 2.47768 4.43606 -0.73865 -0.08 -0.05 -0.16
C 5.11055 -0.86747 1.91550 0.01 -0.03 0.10
C -4.24369 0.45316 -3.60424 0.48 0.13 0.29
C -3.07164 1.22986 3.78434 -0.04 -0.05 0.04
C -3.14197 3.67931 -0.37728 0.00 0.09 0.00
C 3.36891 -5.69953 -2.53545 0.05 -0.07 -0.02
C 0.91528 0.39379 -2.43804 -0.50 0.14 0.12
C -1.73487 -4.95425 3.85875 -0.03 -0.03 0.03
C 5.49865 0.27138 1.22286 0.08 0.05 0.04
C 3.90728 -2.39575 -6.04215 0.06 -0.02 0.02
C 3.29775 -1.19977 0.36653 -0.03 -0.05 -0.01
C 2.31109 -4.94575 -3.01213 -0.03 0.00 -0.05
C 1.86502 -3.85196 -2.28486 -0.04 0.04 -0.04
C -2.10172 -3.00689 5.19917 -0.05 0.03 0.08
C 1.25309 0.60776 2.42919 0.23 -0.10 -0.09
C 3.59927 -1.47921 -3.84008 -0.02 0.04 0.03
C -3.32635 5.43367 1.19632 0.06 -0.01 0.00
C -2.05208 -0.56486 -3.44751 0.19 0.19 0.20
C -4.72094 5.41662 1.04419 -0.05 0.06 0.04
C 3.98220 -5.35654 -1.33671 0.08 -0.08 -0.02
C 4.78321 0.68261 0.11085 0.01 0.05 -0.04
C 4.35734 -2.20279 -4.74165 0.05 -0.05 -0.07
C 2.08223 1.53400 3.05019 0.14 -0.06 0.01
C -2.30615 -4.36006 4.97281 -0.02 -0.07 0.01
C -0.74794 -2.84401 3.20128 0.13 -0.07 0.01
C -5.35346 4.55075 0.17152 0.00 0.03 -0.02
C 3.53894 -4.26134 -0.61771 0.03 0.03 0.09
C -4.88350 0.77388 1.48205 -0.10 -0.02 0.07
C -3.58806 -0.89889 0.25169 -0.01 -0.05 -0.09
C -1.33323 -2.25979 4.32431 0.00 0.07 0.04
C 2.69419 -1.84317 -6.42928 0.06 -0.08 -0.14
C -4.53523 3.68490 -0.54384 0.03 0.07 0.08
C -2.51272 4.57267 0.48688 -0.09 -0.06 0.00
C 1.93500 -1.11684 -5.53093 -0.12 0.08 0.01
C 0.55689 3.58824 -3.69190 -0.35 0.09 -0.23
C -3.58629 2.15055 -1.80784 -0.21 -0.03 0.02
C -2.41779 0.86340 1.43052 -0.19 -0.10 0.09
C 2.36634 -0.92779 -4.21481 0.16 -0.14 0.06
C -1.14517 2.39189 2.82459 -0.06 0.18 0.07
C 1.61441 3.77969 -1.51036 -0.02 0.12 0.29
C 1.71084 -0.99500 4.16278 0.01 -0.10 0.01
C -3.38922 1.01464 -2.69433 -0.52 -0.15 -0.42
C -0.96939 -4.20104 2.98128 0.05 -0.04 -0.04
C 2.52511 -0.07140 4.79101 0.01 -0.09 0.09
C 1.06665 -0.66067 2.97201 0.02 0.13 -0.11
C 4.01232 -1.59696 1.49453 -0.06 0.00 -0.03
C 3.68427 -0.04884 -0.31566 -0.07 0.09 -0.01
C 1.56388 -0.22499 -3.26889 0.13 0.00 -0.07
C 2.47068 -3.50005 -1.08281 -0.05 -0.03 -0.06
C 2.71391 1.18857 4.23177 0.06 0.13 -0.02
H 3.95036 -1.33820 -2.82557 0.00 0.00 0.00
H 5.04995 1.59268 -0.41058 0.02 0.02 0.00
H -5.22742 0.77891 -3.89100 -0.07 -0.03 -0.01
H -5.31712 6.11240 1.62099 -0.02 -0.01 -0.01
H 4.81773 -5.94045 -0.97156 0.02 -0.01 0.01
H -2.55813 -1.16531 0.02512 -0.02 -0.03 0.03
H -2.90367 -4.94551 5.65972 -0.01 -0.01 0.00
H -2.88342 6.14442 1.88140 0.02 0.00 0.00
H 1.84622 -5.18929 -3.95834 0.00 -0.01 -0.03
H 3.36201 1.90192 4.72654 0.01 0.01 -0.01
H 6.34489 0.85193 1.56957 0.00 0.01 0.00
H -3.84499 1.96993 4.01519 0.02 0.01 -0.01
H 4.03434 -3.98131 0.30316 0.01 -0.01 0.01
H 0.87463 -3.73186 1.04572 0.07 -0.05 0.03
H -5.41877 0.88030 0.53096 0.01 -0.01 0.03
H -5.69309 2.42881 -1.84258 -0.02 -0.01 -0.02
H -3.53625 0.25186 3.67910 -0.03 -0.01 -0.01
H 3.73004 -6.54881 -3.10164 0.00 -0.02 -0.02
H -4.75667 1.76921 1.90091 0.00 0.03 0.01
H -1.88407 -6.00921 3.66756 -0.01 -0.02 0.00
H 1.06234 -3.23217 -2.66706 -0.02 0.01 0.00
H 0.99847 -0.66828 -5.83791 -0.01 0.00 -0.01
H 2.20973 2.50843 2.59575 0.05 0.02 0.00
H -2.38390 1.19086 4.63228 0.01 -0.01 0.00
H 3.67177 -2.45577 2.05838 0.00 -0.02 0.05
H -1.12246 -1.10689 -3.54432 0.02 -0.09 -0.08
H 5.30353 -2.62551 -4.42469 0.00 0.00 -0.01
H -5.51185 0.18546 2.15952 0.02 0.00 -0.01
H -6.42860 4.55992 0.05085 -0.02 -0.01 0.00
H 1.57679 -1.98194 4.59074 0.00 -0.02 0.00
H 2.33462 4.44680 -3.27245 0.03 0.04 0.00
H -4.11634 -1.77728 0.63318 0.00 0.02 0.00
H -2.53851 -2.52899 6.06728 -0.01 0.00 0.02
H -4.07864 -0.57790 -0.67664 0.02 -0.03 0.04
H -0.54543 -4.69347 2.11429 0.00 -0.01 0.00
H 3.02563 -0.33318 5.71596 0.00 0.00 0.00
H 3.09165 0.30192 -1.15384 -0.01 -0.01 -0.02
H 0.74447 0.89317 1.51477 0.06 -0.11 -0.02
H -1.17994 -1.20567 4.52107 0.03 0.05 -0.02
H 4.50054 -2.96388 -6.74771 0.00 0.00 -0.01
H -0.63224 2.61037 1.89126 -0.05 0.06 0.05
H 5.64884 -1.17403 2.80435 0.02 0.00 0.01
H -1.45052 3.32659 3.29960 -0.02 0.06 -0.02
H -1.43389 4.56906 0.57627 0.04 0.00 0.03
H -0.43684 1.87608 3.48009 -0.23 0.14 0.02
H 2.34145 -1.97325 -7.44571 0.00 0.00 0.00
```
Positions in Å, forces in eV/Å.

Values from the calculation:
Total charge: -1
Spin multiplicity: 4
E_LUMO (spin up / spin down) (Eh): 0.0649 / 0.0649
⟨S²⟩: 3.761
ΔE to the lowest compared entry with this formula, charge and spin (eV): 0.000
HOMO-LUMO gap (spin up / spin down) (eV): 5.68 / 6.48

=====

> What is the ⟨S²⟩ in the second record?

3.761

=====

> Which formula does entry 2 have?

C49H46N15OP2SV